Entry a
{"formula": "C5H9ClSi", "method": "the ωB97M-V functional and the def2-TZVPD basis", "elements": ["C", "C", "C", "C", "C", "Si", "Cl", "H", "H", "H", "H", "H", "H", "H", "H", "H"], "coordinates": [[2.543, 1.120, 0.180], [-3.142, 0.351, -0.561], [1.895, 0.146, -0.453], [-1.822, 0.454, -0.610], [1.533, -1.202, 0.064], [-0.875, -0.866, 0.658], [-0.440, 0.200, 2.314], [2.785, 2.141, -0.038], [2.849, 0.861, 1.240], [-3.805, 1.084, -1.133], [-3.692, -0.257, 0.065], [1.411, 0.400, -1.443], [-1.348, 1.070, -1.354], [2.041, -1.400, 0.974], [1.675, -1.964, -0.750], [-1.609, -2.140, 0.847]], "lumo_ev": 0.64, "multiplicity": 1, "homo_energy_ev": -8.35, "gap_ev": 8.99}

***

Entry b
{"formula": "C5H9ClSi", "method": "the ωB97M-V functional and the def2-TZVPD basis", "elements": ["Cl", "Si", "C", "C", "C", "C", "C", "H", "H", "H", "H", "H", "H", "H", "H", "H"], "coordinates": [[-0.727, -1.438, 2.807], [0.789, -1.515, 1.465], [0.175, -0.602, -0.061], [-1.301, -0.370, -0.013], [-1.672, 0.889, -0.362], [-0.478, 1.679, -0.862], [0.668, 0.803, -0.531], [2.131, -1.177, 2.067], [0.829, -2.957, 1.058], [0.628, -1.485, -0.870], [-1.980, -1.108, 0.465], [-2.595, 1.263, -0.339], [-0.698, 1.953, -1.933], [-0.313, 2.665, -0.456], [1.379, 0.629, -1.289], [1.272, 1.329, 0.344]], "lumo_ev": 0.88, "multiplicity": 1, "homo_energy_ev": -8.82, "smiles": "Cl[SiH2][C@H]1C=CCC1", "gap_ev": 9.70}

***

Entry c
{"formula": "C5H9ClSi", "method": "the ωB97M-V functional and the def2-TZVPD basis", "elements": ["C", "C", "C", "Si", "Cl", "C", "C", "H", "H", "H", "H", "H", "H", "H", "H", "H"], "coordinates": [[2.141, -0.664, 0.274], [1.147, -1.092, -0.556], [-0.148, -1.387, 0.059], [-1.554, -0.215, -0.592], [-3.459, -0.362, 0.300], [-1.105, 1.579, -0.173], [-0.084, 1.948, 0.647], [3.102, -0.557, -0.124], [2.026, -0.742, 1.436], [1.234, -0.943, -1.679], [-0.097, -1.146, 1.146], [-0.416, -2.365, -0.100], [-1.728, -0.704, -1.884], [-1.831, 2.423, -0.429], [0.161, 3.068, 0.770], [0.611, 1.158, 0.904]], "lumo_ev": 0.67, "multiplicity": 1, "homo_energy_ev": -9.26, "smiles": "C=CC[Si@@H](Cl)C=C", "gap_ev": 9.94}

***

Entry d
{"formula": "C5H9ClSi", "method": "the ωB97M-V functional and the def2-TZVPD basis", "elements": ["Cl", "Si", "C", "C", "C", "C", "C", "H", "H", "H", "H", "H", "H", "H", "H", "H"], "coordinates": [[3.960, 0.108, 0.317], [2.206, 0.168, -0.681], [0.783, 0.278, 0.595], [-0.110, 1.445, 0.372], [-1.325, 1.074, 0.006], [-1.454, -0.418, -0.057], [-0.181, -0.916, 0.647], [2.236, 1.338, -1.554], [2.109, -1.057, -1.472], [1.420, 0.409, 1.737], [0.248, 2.455, 0.457], [-2.141, 1.723, -0.256], [-2.365, -0.776, 0.419], [-1.481, -0.741, -1.104], [-0.411, -1.169, 1.683], [0.224, -1.807, 0.167]], "lumo_ev": 0.93, "multiplicity": 1, "homo_energy_ev": -8.93, "smiles": "Cl[SiH2][C@H]1C=CCC1", "gap_ev": 9.87}

***

Top of the stability list: entry d, leading by 0.741 eV.

***

Entry a
{"formula": "C5H9ClSi", "method": "the ωB97M-V functional and the def2-TZVPD basis", "elements": ["C", "Si", "C", "C", "C", "C", "Cl", "H", "H", "H", "H", "H", "H", "H", "H", "H"], "coordinates": [[-0.155, 1.320, -1.174], [0.032, -0.002, 0.151], [-1.658, -0.065, 0.915], [0.130, -1.625, -0.831], [1.408, 0.303, 1.229], [2.502, 0.521, 1.695], [4.043, 0.877, 2.280], [-0.616, 0.941, -2.091], [-0.786, 2.145, -0.859], [0.829, 1.720, -1.391], [-1.666, -0.853, 1.676], [-2.066, 0.832, 1.371], [-2.388, -0.271, 0.145], [1.105, -1.764, -1.332], [-0.067, -2.442, -0.164], [-0.646, -1.637, -1.619]], "lumo_ev": 0.65, "multiplicity": 1, "homo_energy_ev": -9.95, "smiles": "C[Si](C)(C)C#CCl", "gap_ev": 10.60}

***

Entry b
{"formula": "C5H9ClSi", "method": "the ωB97M-V functional and the def2-TZVPD basis", "elements": ["C", "C", "C", "C", "Si", "C", "Cl", "H", "H", "H", "H", "H", "H", "H", "H", "H"], "coordinates": [[0.972, -3.399, 0.762], [0.948, -1.894, 0.588], [0.985, -0.704, 0.802], [0.950, 0.755, 0.612], [-0.436, 1.163, -0.928], [-1.966, 2.444, -0.611], [0.612, 2.278, -2.235], [0.066, -3.895, 1.029], [1.808, -3.563, 1.518], [1.315, -3.724, -0.155], [1.883, 1.038, 0.217], [0.758, 1.110, 1.595], [-1.011, -0.035, -1.624], [-2.954, 1.969, -0.347], [-1.683, 3.193, 0.179], [-2.247, 3.262, -1.402]], "lumo_ev": 0.82, "multiplicity": 1, "homo_energy_ev": -9.12, "smiles": "CC#CC[Si@@H](C)Cl", "gap_ev": 9.94}

***

Top of the stability list: entry a, leading by 0.310 eV.

***

Entry a
{"formula": "CH5O2PS", "method": "the ωB97M-V functional and the def2-TZVPD basis", "elements": ["O", "P", "O", "H", "C", "S", "H", "H", "H", "H"], "coordinates": [[1.647, 1.268, 0.926], [1.863, -0.148, 0.743], [1.650, -0.452, -0.831], [2.174, -1.184, -1.185], [-1.284, 0.275, -0.372], [-1.069, -1.101, 0.784], [-1.196, 1.211, 0.091], [-2.333, 0.246, -0.779], [-0.472, 0.248, -1.229], [-0.978, -0.361, 1.851]], "lumo_ev": 0.35, "multiplicity": 1, "homo_energy_ev": -9.27, "smiles": "O=PO.CS", "gap_ev": 9.62}

***

Entry b
{"formula": "CH5O2PS", "method": "the ωB97M-V functional and the def2-TZVPD basis", "elements": ["O", "C", "O", "P", "S", "H", "H", "H", "H", "H"], "coordinates": [[-0.286, 0.956, -1.263], [-0.052, 0.341, -0.059], [-0.002, 1.339, 0.883], [1.748, -0.582, -0.191], [-1.588, -0.774, 0.167], [-0.446, 1.937, -1.070], [-0.940, 1.407, 0.991], [1.364, -1.338, -1.257], [1.328, -1.530, 0.801], [-1.126, -1.757, 0.998]], "lumo_ev": 0.56, "multiplicity": 1, "homo_energy_ev": -9.30, "smiles": "OC(O)(P)S", "gap_ev": 9.87}

***

Top of the stability list: entry a, leading by 2.163 eV.

***

Entry a
{"formula": "CH3NO7S2", "method": "the ωB97M-V functional and the def2-TZVPD basis", "elements": ["C", "N", "O", "O", "O", "O", "O", "O", "O", "S", "S", "H", "H", "H"], "coordinates": [[-1.794, 0.231, 0.134], [0.387, -0.183, 1.032], [1.545, 2.193, 1.106], [-0.335, -2.548, 0.345], [0.311, 1.824, -0.947], [2.493, 0.807, -0.659], [1.969, -1.888, 0.139], [0.311, -0.993, -1.456], [-0.957, 0.081, 1.243], [1.243, 1.256, -0.063], [0.643, -1.433, -0.065], [-1.729, -0.712, -0.554], [-1.244, 0.914, -0.672], [-2.843, 0.449, 0.417]], "lumo_ev": 6.35, "multiplicity": 1, "charge": -2, "homo_energy_ev": -1.40, "gap_ev": 7.75}

***

Entry b
{"formula": "CH3NO7S2", "method": "the ωB97M-V functional and the def2-TZVPD basis", "elements": ["C", "N", "O", "O", "O", "O", "O", "O", "O", "S", "S", "H", "H", "H"], "coordinates": [[-0.951, 0.763, 1.794], [0.979, -1.309, 1.401], [2.514, -1.357, -0.424], [0.985, 0.501, -2.632], [1.217, 0.746, 0.025], [-0.942, -0.832, -3.154], [-1.133, 0.722, -1.400], [-0.844, -0.613, 2.049], [0.124, -1.296, -1.101], [1.223, -0.668, 0.012], [-0.253, -0.111, -2.104], [-2.030, 0.955, 1.658], [-0.297, 1.134, 1.040], [-0.591, 1.366, 2.836]], "lumo_ev": [6.39, 6.39], "multiplicity": 1, "charge": -2, "homo_energy_ev": [-1.71, -1.71], "gap_ev": [8.09, 8.10]}

***

Top of the stability list: entry a, leading by 1.571 eV.

***

Entry a
{"formula": "C4H10O2S", "method": "the ωB97M-V functional and the def2-TZVPD basis", "elements": ["O", "C", "C", "C", "C", "S", "H", "H", "H", "H", "H", "H", "H", "H", "H", "H", "O"], "coordinates": [[0.923, 2.071, -2.919], [1.090, 1.238, -2.045], [0.539, 1.346, -0.668], [-0.376, 0.123, -0.363], [0.451, -1.086, 0.029], [-0.428, -2.673, -0.095], [1.648, 0.323, -2.308], [-0.050, 2.258, -0.596], [1.376, 1.346, 0.033], [-1.039, 0.396, 0.456], [-0.875, -0.148, -1.292], [0.752, -1.036, 1.079], [1.358, -1.170, -0.576], [-1.390, -2.364, 0.788], [-1.127, 2.547, 4.767], [-1.494, 1.168, 5.278], [-1.435, 1.679, 4.449]], "lumo_ev": [2.97, 2.97], "multiplicity": 2, "charge": -1, "homo_energy_ev": [0.97, -6.38], "gap_ev": [1.99, 9.36]}

***

Entry b
{"formula": "C4H10O2S", "method": "the ωB97M-V functional and the def2-TZVPD basis", "elements": ["O", "C", "C", "C", "C", "S", "H", "H", "H", "H", "H", "H", "H", "H", "H", "H", "O"], "coordinates": [[0.304, 3.466, 0.313], [1.294, 2.666, -0.015], [1.666, 1.494, 0.873], [0.490, 1.039, 1.718], [-0.488, 0.214, 0.921], [-1.890, -0.386, 1.946], [1.671, 2.780, -1.027], [1.986, 0.660, 0.220], [2.540, 1.696, 1.520], [-0.026, 1.942, 2.037], [0.805, 0.510, 2.601], [-0.902, 0.786, 0.083], [-0.029, -0.663, 0.468], [-1.934, -1.611, 1.416], [-1.147, -4.446, -4.477], [-2.631, -4.933, -4.261], [-1.709, -5.214, -4.336]], "lumo_ev": [2.56, 2.55], "multiplicity": 2, "charge": -1, "homo_energy_ev": [0.24, -3.03], "gap_ev": [2.32, 5.59]}

***

Top of the stability list: entry b, leading by 0.166 eV.

***

Entry a
{"formula": "C7H15N", "method": "the ωB97M-V functional and the def2-TZVPD basis", "elements": ["C", "C", "C", "C", "H", "H", "H", "H", "H", "H", "H", "H", "C", "C", "C", "N", "H", "H", "H", "H", "H", "H", "H"], "coordinates": [[2.737, -2.143, -1.128], [1.511, -1.338, -1.464], [0.286, -1.850, -1.346], [-1.052, -1.198, -1.551], [3.487, -2.130, -1.922], [3.231, -1.644, -0.284], [2.522, -3.167, -0.832], [1.730, -0.292, -1.658], [0.303, -2.903, -1.073], [-0.989, -0.407, -2.294], [-1.462, -0.822, -0.612], [-1.733, -1.987, -1.876], [-0.096, 1.523, 0.312], [-0.837, 1.659, 1.411], [-1.513, 2.948, 1.798], [-1.061, 0.610, 2.299], [0.411, 0.620, 0.013], [0.120, 2.402, -0.284], [-1.024, 3.370, 2.677], [-2.571, 2.793, 2.008], [-1.377, 3.664, 0.989], [-1.953, 0.573, 2.759], [-0.669, -0.282, 2.058]], "lumo_ev": 1.03, "multiplicity": 1, "homo_energy_ev": -8.09, "smiles": "C/C=C/C.C=C(C)N", "gap_ev": 9.12}

***

Entry b
{"formula": "C7H15N", "method": "the ωB97M-V functional and the def2-TZVPD basis", "elements": ["C", "C", "C", "C", "C", "C", "C", "N", "H", "H", "H", "H", "H", "H", "H", "H", "H", "H", "H", "H", "H", "H", "H"], "coordinates": [[-1.756, 0.560, -2.374], [-1.853, 1.434, -1.229], [-1.165, 0.815, 0.009], [0.409, 0.560, -0.192], [1.026, -0.357, 0.820], [0.126, -0.656, 2.111], [2.266, -0.946, 0.529], [2.691, -2.112, 1.177], [-0.882, 0.878, -3.111], [-2.746, 0.495, -2.864], [-1.634, -0.602, -2.364], [-1.519, 2.390, -1.379], [-2.881, 1.581, -0.945], [-1.625, -0.175, 0.304], [-1.191, 1.445, 0.809], [0.401, -0.108, -1.113], [0.996, 1.460, -0.203], [-0.861, -0.060, 2.130], [0.865, -0.318, 2.928], [0.111, -1.664, 2.326], [2.753, -0.632, -0.428], [3.659, -2.359, 0.916], [2.811, -1.628, 2.141]], "lumo_ev": 0.99, "multiplicity": 1, "homo_energy_ev": -7.61, "smiles": "CCCC/C(C)=C/N", "gap_ev": 8.60}

***

Top of the stability list: entry a, leading by 1.899 eV.